<P>
The molecule C3H4P2. Source: the Open Molecules 2025 dataset; level of theory: ωB97M-V with the def2-TZVPD basis set.

Properties
Structure (SMILES): C1P2#P3CC123

CARTESIAN COORDINATES (ANGSTROEM)
C  -0.19299  1.28482  -0.71206
C  -0.21900  -1.27862  0.62891
C  -0.09104  0.01837  0.00546
P  1.30154  1.08966  0.46867
P  1.35610  -1.04522  -0.38681
H  -0.04130  1.28814  -1.78543
H  -0.93868  1.99250  -0.36203
H  -0.23637  -1.37268  1.92683
H  -0.93825  -1.97696  0.21645



<Q>
The molecule C3H4P2. Source: the Open Molecules 2025 dataset; level of theory: ωB97M-V with the def2-TZVPD basis set.

Properties
Structure (SMILES): P1[C@@H]2[C@H]3PC123

CARTESIAN COORDINATES (ANGSTROEM)
C  0.43230  0.80675  0.22040
C  -0.32613  0.33104  -0.92541
C  -0.10891  -0.55951  0.25887
P  -0.62508  0.48621  1.63732
P  0.59487  -1.25667  -1.22091
H  1.30448  1.35507  0.42626
H  -1.31370  0.63772  -1.23602
H  0.43581  0.23945  2.76024
H  -0.39364  -2.04006  -1.92075



Result of the stability comparison: <P> is the most stable of them.



<P>
The ion C2HO3S with charge -1. Source: the Open Molecules 2025 dataset; level of theory: ωB97M-V with the def2-TZVPD basis set.

Properties
Charge: -1
Structure (SMILES): C#CS(=O)(=O)[O-]

CARTESIAN COORDINATES (ANGSTROEM)
C  0.23393  -0.16034  0.32595
C  -0.14189  0.79876  0.94764
O  -0.98947  1.37286  3.38442
O  -1.78531  3.58749  1.72418
O  0.92670  2.52485  2.56985
S  -0.41860  2.08027  2.26805
H  0.42341  -1.15660  0.05959



<Q>
The ion C2HO3S with charge -1. Source: the Open Molecules 2025 dataset; level of theory: ωB97M-V with the def2-TZVPD basis set.

Properties
Charge: -1
Structure (SMILES): O=COC([O-])=S

CARTESIAN COORDINATES (ANGSTROEM)
C  1.30521  -0.01934  0.10988
C  -1.22237  -0.00790  -0.07979
O  0.14155  0.62860  0.22144
O  -1.38031  -1.18233  -0.08475
O  1.44380  -1.13212  -0.34143
S  -2.32545  1.17515  -0.39808
H  2.03758  0.53794  0.57272



Result of the stability comparison: <Q> is the most stable of them.



<P>
A cluster of 2 separate species, C9H11NO in total. Source: the Open Molecules 2025 dataset; level of theory: ωB97M-V with the def2-TZVPD basis set.

Properties
Structure (SMILES): ON=c1cccccc1.C=C

CARTESIAN COORDINATES (ANGSTROEM)
C  -3.26633  0.43334  -0.61522
C  -3.07874  -0.88052  -0.23573
C  -2.37990  1.52490  -0.54354
C  -1.89995  -1.55539  0.24325
C  -1.10775  1.50634  -0.02740
C  -0.68737  -1.00834  0.47505
C  -0.19601  0.33101  0.19805
C  3.79147  -0.04574  -0.05742
C  3.08189  -1.13514  0.15116
N  1.12246  0.40660  0.21459
O  1.66919  1.66110  0.12150
H  -4.36202  0.80489  -0.87790
H  -3.85954  -1.58898  -0.16446
H  -2.76488  2.44054  -0.67355
H  -1.98168  -2.49916  0.56746
H  -0.51190  2.36099  0.15323
H  0.11064  -1.68030  0.98970
H  4.22543  0.39591  0.87476
H  3.99492  0.34509  -0.97188
H  2.53744  1.34245  -0.18032
H  2.90711  -1.57676  1.15056
H  2.65552  -1.58285  -0.79188



<Q>
The molecule C9H11NO. Source: the Open Molecules 2025 dataset; level of theory: ωB97M-V with the def2-TZVPD basis set.

Properties
Structure (SMILES): Oc1cccc2c1CCNC2

CARTESIAN COORDINATES (ANGSTROEM)
C  -0.75156  -0.36006  1.47473
C  -0.25279  0.50307  2.40124
C  0.61315  1.49559  2.04125
C  1.10425  1.53313  0.74003
C  0.60301  0.68237  -0.24133
C  1.24826  0.69215  -1.64752
C  -0.37144  -0.80863  -2.38875
C  -0.91583  -1.17422  -1.03280
C  -0.36682  -0.26212  0.09168
H  -2.04777  -1.63963  1.02717
H  -0.76667  0.49883  3.43227
H  0.89431  2.39611  2.62427
H  1.77048  2.42167  0.48077
H  0.79887  1.44579  -2.28977
H  2.29133  0.95711  -1.61563
H  1.59855  -1.22121  -1.94027
H  -0.82002  0.03477  -2.85215
H  -0.43634  -1.69679  -3.04916
H  -2.00313  -1.29629  -1.13801
H  -0.60701  -2.17932  -0.84693
N  1.03126  -0.50668  -2.43636
O  -1.66910  -1.24774  1.82385



Result of the stability comparison: <Q> is the most stable of them.